DFT (wB97M-V/def2-TZVPD) results for the molecule C18H10Br2FN3OS at a distorted geometry.

```
! RIJCOSX wB97M-V def2-TZVPD def2/J DEFGRID3
* xyz 0 1
O 1.94490 -0.34583 0.82400
C 1.32866 0.58364 0.40152
N -0.08322 0.37512 0.17505
C -0.63752 -0.87927 0.27242
C -1.45182 -1.45588 -0.70164
C -1.92146 -1.12547 -2.07788
C -1.53692 -0.03659 -2.74407
C -2.37170 0.28370 -3.93961
C -3.19990 -0.72108 -4.24148
S -3.08892 -2.02126 -3.07982
N -2.06471 -2.57966 -0.11780
C -1.58458 -2.77320 1.09628
C -1.78262 -3.82049 2.01712
Br -2.98505 -5.28894 1.62038
C -1.33442 -3.64594 3.33915
C -0.40520 -2.66634 3.62876
Br 0.41772 -2.70604 5.40684
C -0.17676 -1.68736 2.62934
N -0.67251 -1.78995 1.34562
C 1.96609 1.85209 0.17241
C 3.28542 1.91222 0.46495
C 4.02753 3.04316 0.26238
C 3.36116 4.17352 -0.14816
F 4.04582 5.35228 -0.30270
C 1.96963 4.11920 -0.40341
C 1.29235 2.91674 -0.28163
H -0.60349 1.04235 -0.27464
H -0.77741 0.66686 -2.36203
H -2.36124 1.24034 -4.47966
H -3.96019 -0.54905 -5.06238
H -1.46328 -4.52610 3.97463
H 0.36064 -0.68915 2.77278
H 3.80438 1.02230 0.70264
H 5.03091 2.95733 0.45066
H 1.41460 5.02221 -0.70356
H 0.21312 2.74455 -0.63645
*
```

Results
Structure (SMILES): O=C(Nc1c(-c2cccs2)nc2c(Br)cc(Br)cn12)c1ccc(F)cc1
Energy relative to the best compared isomer or geometry (same formula, charge and spin): 0.0 kcal per mole

=====

DFT (wB97M-V/def2-TZVPD) results for the ion C10H24N3O4P2 with charge +1.

```
! RIJCOSX wB97M-V def2-TZVPD def2/J DEFGRID3
* xyz 1 1
C 4.61190 0.05148 -0.10375
C 3.53160 -1.01197 0.18551
P 2.01828 -0.32013 0.97184
C 1.41634 -1.80015 1.88863
N 0.95486 -0.21187 -0.42282
C 0.42581 -1.43527 -1.02154
C -1.05056 -1.63999 -0.74606
N -1.81845 -0.53976 -1.44450
C -3.27098 -0.49097 -1.03804
C -3.58848 0.34258 0.18614
O -2.74107 -0.07451 1.25064
C -3.29438 -0.08048 2.51540
O -3.17864 -1.01067 3.22802
C -1.06600 0.77934 -1.39743
C -0.05749 0.84480 -0.26238
P 0.79060 2.50333 -0.30084
N 2.10598 2.56259 -1.07933
O 0.82629 2.96212 1.23461
O -0.33424 3.51489 -0.84390
H 4.35130 1.01909 0.32545
H 4.73435 0.20983 -1.17451
H 5.57467 -0.25113 0.30181
H 3.91459 -1.79413 0.84346
H 3.22851 -1.50242 -0.74226
H 1.68139 -2.74816 1.41692
H 0.33932 -1.77235 2.06384
H 1.90905 -1.77236 2.86220
H 0.97247 -2.30383 -0.66128
H 0.56582 -1.42470 -2.11208
H -1.38774 -2.57952 -1.18519
H -1.31481 -1.63548 0.30654
H -1.82588 -0.81132 -2.42639
H -3.84482 -0.12298 -1.88822
H -3.56759 -1.52410 -0.86064
H -4.63948 0.15225 0.41582
H -3.49028 1.41402 -0.00537
H -3.77690 0.86880 2.79447
H -1.77782 1.59664 -1.36322
H -0.53150 0.86622 -2.34422
H -0.56791 0.77933 0.70689
H 2.40492 1.67919 -1.47168
H 1.74205 2.97288 1.54672
H -0.99654 3.74760 -0.18141
*
```

Results
Structure (SMILES): CCP(C)N1CC[N@@H+](CCOC=O)C[C@@H]1P(=N)(O)O
Energy relative to the best compared isomer or geometry (same formula, charge and spin): 0.0 kcal per mole

=====

DFT (wB97M-V/def2-TZVPD) results for a structure of composition C2H6N4O2 at a distorted geometry.

```
! RIJCOSX wB97M-V def2-TZVPD def2/J DEFGRID3
* xyz 0 1
C 0.15406 -0.96339 0.86122
C 0.64321 1.50192 -1.24471
H 0.90338 -3.47427 2.99814
H -0.95719 -2.31015 2.97495
H -0.34369 -1.69327 -0.08844
H 1.73017 1.59003 -1.10354
H 0.24280 2.91137 -2.96961
H -2.13314 1.67972 -1.48173
N 0.13043 -2.90609 2.30794
N 0.52858 -1.38057 2.14971
N -0.18424 0.68776 -0.62558
N -0.09625 2.33864 -2.02579
O 0.62633 0.30993 0.63934
O -1.24445 1.70837 -2.39190
*
```

Results
Energy relative to the best compared isomer or geometry (same formula, charge and spin): 260.7 kcal per mole

=====

DFT (wB97M-V/def2-TZVPD) results for the molecule C7H16OS2 at a distorted geometry.

```
! RIJCOSX wB97M-V def2-TZVPD def2/J DEFGRID3
* xyz 0 1
C -1.50803 -1.04137 1.23911
C -0.34238 0.95297 2.01849
C -2.01234 1.21397 0.21936
C 1.73250 1.58370 -2.29071
C 1.12285 -2.51738 -0.91101
C 0.16973 0.04911 -0.27893
C -0.90018 0.28231 0.77020
O 2.80358 -0.57646 -0.01678
S 1.05699 1.67005 -0.60596
S 1.56740 -1.22205 0.35112
H -2.29963 -1.53325 0.65005
H -0.75835 -1.80162 1.54911
H -2.11323 -0.80723 2.06848
H 0.37960 1.77297 1.86363
H -1.03381 1.22785 2.72130
H 0.29598 0.23070 2.51739
H -1.49963 1.92587 -0.31375
H -2.63595 0.58559 -0.39812
H -2.49569 1.64487 1.04287
H 1.05450 1.18570 -3.04304
H 2.56930 0.89037 -2.21480
H 2.09666 2.59198 -2.43205
H -0.06950 -2.63613 -0.93723
H 1.74261 -3.22716 -0.44229
H 1.40021 -2.23247 -1.86941
H -0.32321 -0.21289 -1.25704
*
```

Results
Energy relative to the best compared isomer or geometry (same formula, charge and spin): 59.2 kcal per mole

=====

DFT (wB97M-V/def2-TZVPD) results for a structure of composition C25H28F5MoN7S at a distorted geometry.

```
! RIJCOSX wB97M-V def2-TZVPD def2/J DEFGRID3
* xyz 2 1
Mo 0.07804 -0.28040 -0.17499
C -1.68088 0.86986 4.94502
N -0.66576 0.92990 3.90536
C 0.42786 1.87007 4.09762
C -0.77913 0.25373 2.75625
N 0.04960 0.42790 1.74685
N -1.82099 -0.64245 2.66072
C -1.99934 -1.67124 1.75517
N -2.98252 -2.53082 2.05886
N -1.23244 -1.78786 0.72186
H -1.37979 1.50836 5.77109
H -1.79016 -0.14070 5.34414
H -2.64086 1.24632 4.58503
H 0.54552 2.06513 5.16150
H 0.22906 2.82474 3.59958
H 1.37709 1.45638 3.74671
H 0.77577 1.11017 1.96278
H -2.48811 -0.61213 3.42197
H -3.57618 -2.43310 2.86620
H -3.20997 -3.28444 1.42986
H -1.43823 -2.62658 0.18070
C -0.17856 -2.18610 -4.11046
C 0.59055 -3.33876 -3.99282
C 1.21978 -3.59395 -2.79023
C 1.05872 -2.70976 -1.71728
N 0.27228 -1.61720 -1.83035
C -0.31137 -1.36369 -3.00988
C 1.70135 -2.84354 -0.41570
C 2.52548 -3.92052 -0.08248
C 3.09717 -3.98722 1.17264
C 2.84690 -2.98153 2.09148
C 2.02864 -1.91216 1.75139
C 1.44460 -1.79482 0.49347
H -0.66140 -1.92612 -5.03734
H 0.69918 -4.01474 -4.82680
H 1.83976 -4.46847 -2.68952
H -0.88630 -0.45193 -3.08325
H 2.72470 -4.70663 -0.79378
H 3.73595 -4.81575 1.43305
H 3.29696 -3.02847 3.07163
H 1.86812 -1.14255 2.49975
F -5.01184 4.86502 -3.17957
C -4.30768 3.91820 -2.58639
C -3.51363 3.05655 -3.34290
F -3.44556 3.15955 -4.66247
C -2.79804 2.05175 -2.70441
F -2.03923 1.22657 -3.43991
C -2.85602 1.85859 -1.32848
S -2.23346 0.40865 -0.54753
C -3.64255 2.74233 -0.58859
F -3.69840 2.57977 0.74105
C -4.35775 3.76739 -1.19750
F -5.10740 4.57827 -0.46368
C 3.23867 0.59036 -2.01887
C 2.39724 1.53606 -1.13542
C 3.18589 1.90143 0.13883
C 2.01050 2.80333 -1.91893
N 1.26946 0.82160 -0.75385
H 4.13264 1.09937 -2.36728
H 2.65586 0.27389 -2.88237
H 3.52586 -0.28807 -1.44186
H 4.12309 2.37932 -0.13076
H 3.39783 0.99757 0.70967
H 2.60940 2.59245 0.75079
H 2.90531 3.35212 -2.19902
H 1.38179 3.44505 -1.30371
H 1.46694 2.53396 -2.82263
*
```

Results
Energy relative to the best compared isomer or geometry (same formula, charge and spin): 17.0 kcal per mole

=====

DFT (wB97M-V/def2-TZVPD) results for the molecule C10H18N4O4S at a distorted geometry.

```
! RIJCOSX wB97M-V def2-TZVPD def2/J DEFGRID3
* xyz 0 1
C -1.54371 3.11313 -2.74865
N -1.56353 2.07967 -1.71598
C -1.88765 0.80371 -1.95420
O -2.19656 0.37382 -3.06842
C -1.85477 -0.10323 -0.71751
C -2.22155 -1.58701 -1.02023
C -2.69116 -2.32687 0.20149
N -1.87168 -2.68539 1.15279
O -3.86988 -2.53167 0.37365
N -0.53655 -0.07545 -0.05657
C -0.07099 0.87621 0.77217
O -0.66747 1.93603 0.94522
C 1.29315 0.67926 1.37087
C 2.04998 2.00585 1.56878
S 3.64543 1.72338 2.38606
N 2.19107 -0.32155 0.72606
C 2.00966 -1.63046 0.82270
C 3.14148 -2.56110 0.49176
O 0.92949 -2.12977 1.07309
H -2.43468 3.01837 -3.29486
H -0.70779 2.83936 -3.41855
H -1.37283 4.08526 -2.31393
H -1.35228 2.36252 -0.75369
H -2.57221 0.31745 -0.00804
H -3.13125 -1.50863 -1.64748
H -1.48514 -2.16226 -1.56071
H -2.34863 -3.18844 1.90231
H -0.86816 -2.55186 1.10808
H -0.00380 -0.92606 -0.19490
H 1.12713 0.33202 2.38375
H 1.40969 2.66884 2.20316
H 2.24653 2.52356 0.60531
H 3.94874 3.01445 2.63022
H 3.11397 -0.05803 0.44542
H 3.04855 -2.80750 -0.54042
H 4.09077 -2.12836 0.75620
H 3.00665 -3.46925 1.09504
*
```

Results
Structure (SMILES): CNC(=O)[C@@H](CC(N)=O)NC(=O)[C@H](CS)NC(C)=O
Energy relative to the best compared isomer or geometry (same formula, charge and spin): 0.0 kcal per mole

=====

DFT (wB97M-V/def2-TZVPD) results for a cluster of 2 separate species, C4H6N3 in total at a distorted geometry.

```
! RIJCOSX wB97M-V def2-TZVPD def2/J DEFGRID3
* xyz 1 1
C -0.03082 1.95230 -0.02149
C -2.71543 0.20184 -0.04510
C 3.12118 -0.23215 -0.02668
C 1.95165 -0.92994 -0.07442
N 0.51253 0.93049 0.13752
N 0.82435 -0.25759 0.13051
N -3.67504 -0.60229 0.03060
H 4.12293 -0.72120 0.18887
H 3.16441 0.89427 -0.09602
H 1.66962 -1.92073 -0.00604
H -4.61062 -0.28201 0.30950
H -3.52044 -1.59465 -0.18661
H -0.81432 2.56167 -0.34061
*
```

Results
Energy relative to the best compared isomer or geometry (same formula, charge and spin): 193.2 kcal per mole

=====

DFT (wB97M-V/def2-TZVPD) results for a cluster of 2 separate species, C6H6N2O2 in total at a distorted geometry.

```
! RIJCOSX wB97M-V def2-TZVPD def2/J DEFGRID3
* xyz 0 1
O -1.40222 -2.43540 0.94110
C -1.39613 -1.57180 0.04014
C -1.20909 -0.14268 0.11438
C -1.06628 0.67460 -0.97056
N -1.66298 0.09314 -2.13079
C -2.08860 -1.22173 -2.24277
O -2.59616 -1.51388 -3.35135
N -1.83795 -2.03873 -1.20522
H -0.68404 -0.02000 1.07690
H -0.69336 1.72148 -1.00217
H -2.12846 0.51011 -3.09096
H -1.81273 -3.13088 -1.34088
C 4.07380 2.15285 3.15387
C 5.19183 2.45206 3.36905
H 3.09348 1.84950 2.88185
H 6.21889 2.62137 3.75743
*
```

Results
Structure (SMILES): O=c1cc[nH]c(=O)[nH]1.C#C
Energy relative to the best compared isomer or geometry (same formula, charge and spin): 71.5 kcal per mole